Here is C24H17F3InO4 as an isolated structure at a distorted geometry from the OMol25 dataset. Energies are from ωB97M-V with the def2-TZVPD basis set.

```
49
Properties=species:S:1:pos:R:3:forces:R:3:lowdin_charge:R:1
In -26.780 15.279 -13.185 0.005 0.098 0.110 1.19
C -23.388 17.733 -10.595 -0.721 -0.640 -0.376 0.25
C -23.196 19.115 -10.303 1.331 0.533 0.059 -0.32
C -24.398 20.005 -10.315 -0.472 1.024 0.611 -0.32
O -24.343 21.183 -10.026 0.310 -0.366 -0.137 0.20
C -25.677 19.445 -10.684 0.041 -0.436 -0.694 0.26
C -25.854 18.092 -11.164 0.900 0.128 0.313 -0.32
C -24.643 17.175 -11.030 -0.467 0.076 -0.158 -0.31
O -24.775 16.017 -11.393 0.199 -0.120 -0.008 -0.01
O -26.854 17.658 -11.699 -0.404 0.024 -0.136 0.01
O -22.075 19.548 -10.113 -0.514 0.008 0.061 0.20
H -22.517 17.087 -10.606 0.021 -0.007 0.146 0.15
H -26.471 20.182 -10.763 -0.234 -0.225 0.187 0.16
F -28.884 17.126 -14.089 -0.035 -0.164 0.067 -0.06
C -29.196 18.327 -14.640 -0.261 0.691 -0.025 -0.28
C -28.527 19.452 -14.200 0.603 0.108 0.262 -0.02
C -28.814 20.685 -14.753 -0.596 -0.134 -0.302 -0.07
C -29.835 20.792 -15.697 0.683 0.281 -0.090 -0.08
C -30.492 19.658 -16.134 -0.295 -0.405 0.067 -0.07
C -30.188 18.407 -15.599 0.511 -0.297 0.118 -0.01
H -27.749 19.405 -13.448 -0.073 -0.352 0.008 0.09
H -28.249 21.557 -14.453 -0.057 0.030 0.057 0.11
H -30.018 21.761 -16.143 -0.242 -0.065 -0.003 0.11
H -31.263 19.718 -16.890 0.021 0.083 -0.027 0.11
H -30.627 17.476 -15.935 -0.265 0.165 -0.076 0.13
F -27.071 16.239 -15.939 -0.145 -0.110 0.042 -0.08
C -26.912 16.305 -17.297 0.602 0.282 -0.184 -0.26
C -26.336 15.232 -17.945 -0.028 -0.031 -0.009 -0.01
C -26.081 15.357 -19.303 -0.436 -0.112 -0.255 -0.07
C -26.422 16.517 -19.983 -0.060 0.024 -0.060 -0.08
C -27.017 17.573 -19.308 0.242 -0.051 0.189 -0.07
C -27.230 17.487 -17.937 -0.458 -0.102 -0.019 -0.01
H -26.106 14.315 -17.419 0.008 0.049 0.081 0.12
H -25.715 14.511 -19.870 0.228 0.020 0.145 0.11
H -26.250 16.584 -21.049 0.013 0.010 0.011 0.11
H -27.293 18.476 -19.835 -0.015 0.004 -0.003 0.11
H -27.714 18.290 -17.396 0.126 0.009 0.086 0.11
F -24.304 13.656 -13.098 -0.070 0.043 0.125 -0.07
C -23.097 13.079 -12.812 0.211 -0.395 -0.547 -0.27
C -22.709 11.992 -13.576 0.125 -0.118 -0.473 -0.01
C -21.476 11.406 -13.347 0.376 0.321 0.582 -0.06
C -20.674 11.883 -12.306 0.067 0.150 0.006 -0.08
C -21.050 13.012 -11.598 -0.811 -0.727 0.429 -0.07
C -22.294 13.601 -11.836 0.370 0.494 0.332 -0.02
H -23.317 11.614 -14.388 -0.210 0.161 0.097 0.12
H -21.111 10.601 -13.968 -0.219 -0.153 0.036 0.11
H -19.770 11.378 -11.991 0.077 -0.049 -0.367 0.11
H -20.495 13.296 -10.714 0.195 0.283 -0.232 0.11
H -22.605 14.456 -11.253 -0.177 -0.040 -0.045 0.09
```
Positions in Å, forces in eV/Å.

Values from the calculation:
Gap between HOMO and LUMO, eV: 3.72
HOMO, Ha: -0.430
Spin multiplicity: 1
Net charge: +1